{
  "formula": "C26H43BrN6P2V",
  "method": "ωB97M-V/def2-TZVPD",
  "elements": ["N", "C", "C", "C", "C", "C", "C", "V", "P", "C", "C", "C", "C", "C", "C", "C", "Br", "H", "H", "H", "H", "H", "H", "H", "H", "H", "H", "P", "C", "C", "H", "H", "H", "H", "H", "C", "C", "H", "H", "H", "H", "H", "C", "C", "H", "H", "H", "H", "H", "C", "C", "H", "H", "H", "H", "H", "C", "C", "H", "H", "H", "H", "H", "C", "C", "H", "H", "H", "H", "H", "N", "N", "N", "C", "N", "N", "H", "H", "H"],
  "coordinates": [[-5.5107, -1.7858, 4.2305], [-4.4901, -1.1282, 4.7789], [-3.9000, -0.0224, 4.1571], [-4.4011, 0.4014, 2.8961], [-5.5260, -0.2734, 2.3726], [-6.0589, -1.3475, 3.0979], [-3.6503, 1.3379, 2.0878], [0.1903, 0.9516, -0.7782], [2.6038, 0.4218, -1.5979], [-3.6291, 1.3148, 0.7200], [-2.4390, 1.6761, -0.0695], [-2.1245, 0.9952, -1.2852], [-1.2617, 1.5572, -2.2536], [-0.4180, 2.6075, -1.8515], [-0.4555, 3.0775, -0.5165], [-1.4777, 2.6142, 0.3452], [1.0324, 3.2517, -3.1124], [-2.9419, 1.9709, 2.6362], [-4.4827, 0.9374, 0.1405], [-3.0241, 0.4532, 4.6043], [-5.9390, 0.0111, 1.4107], [-4.0977, -1.4819, 5.7377], [-6.9408, -1.8723, 2.7221], [-2.7436, 0.1432, -1.5796], [-1.6389, 3.1152, 1.2967], [-1.2696, 1.1996, -3.2779], [0.1999, 3.8939, -0.2361], [-0.4093, -1.5690, -0.5380], [3.0963, 1.9784, -0.7218], [4.1481, 2.8322, -1.4221], [3.4314, 1.6778, 0.2875], [2.1925, 2.5911, -0.5538], [4.3695, 3.7002, -0.7821], [5.0884, 2.2864, -1.5807], [3.7747, 3.2244, -2.3753], [2.5991, 0.3669, -3.4418], [3.9202, 0.5921, -4.1591], [1.8781, 1.1450, -3.7513], [2.1479, -0.6018, -3.7251], [3.7208, 0.7621, -5.2257], [4.4422, 1.4796, -3.7834], [4.5841, -0.2759, -4.0913], [3.9143, -0.7771, -1.1627], [5.3783, -0.3337, -1.3033], [3.7400, -1.6732, -1.7824], [3.7290, -1.0735, -0.1188], [6.0310, -1.1892, -1.0728], [5.6263, -0.0028, -2.3208], [5.6416, 0.4698, -0.6028], [0.4338, -2.8599, 0.4670], [1.9038, -3.1349, 0.1828], [-0.1546, -3.7813, 0.3170], [0.3017, -2.5681, 1.5224], [2.1318, -4.1740, 0.4607], [2.1689, -3.0079, -0.8743], [2.5532, -2.4923, 0.7876], [-0.3503, -2.3301, -2.2230], [-1.3864, -1.8393, -3.2275], [-0.4566, -3.4157, -2.0635], [0.6676, -2.1487, -2.6073], [-1.3144, -2.4616, -4.1299], [-2.4113, -1.9319, -2.8450], [-1.2211, -0.7978, -3.5301], [-2.1443, -1.8473, 0.0535], [-2.3391, -2.3249, 1.4836], [-2.6192, -2.5212, -0.6752], [-2.6653, -0.8850, -0.0227], [-3.4162, -2.3869, 1.6765], [-1.8952, -3.3099, 1.6649], [-1.9223, -1.6034, 2.1992], [0.1859, 2.4010, 4.5315], [0.2787, 1.5176, 3.4638], [1.3043, 0.6088, 3.4522], [1.3921, 0.3343, 2.1551], [0.5339, 1.0494, 1.3819], [-0.1010, 1.8951, 2.2372], [-0.7342, 2.8221, 4.5942], [0.5274, 1.9554, 5.3763], [2.0986, -0.3909, 1.7427]],
  "lumo_energy_ev": [-6.50, -6.95],
  "spin_multiplicity": 4,
  "homo_energy_ev": [-13.76, -14.11],
  "total_charge": 2,
  "s2": 3.78
}

=====

{
  "formula": "C15H25NOSi",
  "method": "ωB97M-V/def2-TZVPD",
  "elements": ["C", "Si", "C", "C", "O", "C", "C", "N", "C", "C", "C", "C", "C", "C", "C", "C", "C", "C", "H", "H", "H", "H", "H", "H", "H", "H", "H", "H", "H", "H", "H", "H", "H", "H", "H", "H", "H", "H", "H", "H", "H", "H", "H"],
  "coordinates": [[-2.0786, 3.3404, 1.9119], [-2.3244, 1.4415, 1.8173], [-1.9106, 0.8865, 3.5455], [-4.1518, 1.0693, 1.3845], [-1.2446, 0.7191, 0.7841], [-0.0381, 0.0400, 1.2500], [-0.2421, -0.9969, 2.2257], [-0.5494, -1.8185, 2.9799], [0.7250, -0.4091, -0.0695], [1.9003, -1.4037, 0.1439], [2.5228, -1.8119, -1.2390], [1.5335, -2.5035, -2.1414], [0.3333, -1.4851, -2.3679], [0.9661, -0.2888, -3.1097], [2.0080, 0.3880, -2.1941], [3.2243, -0.5777, -1.9690], [1.3344, 0.8217, -0.8363], [-0.2931, -1.0375, -0.9821], [-1.0251, 3.5134, 2.1038], [-2.8745, 3.8163, 2.5103], [-2.3605, 3.6570, 0.8885], [-0.9237, 1.3060, 3.7981], [-2.5611, 1.2119, 4.3763], [-1.7645, -0.1806, 3.6177], [-4.0666, -0.0022, 1.1994], [-4.7830, 1.0994, 2.2925], [-4.5839, 1.6445, 0.5279], [0.6083, 0.7910, 1.7080], [1.4270, -2.2245, 0.7257], [2.6707, -1.0301, 0.8331], [3.3460, -2.5836, -0.9989], [1.1777, -3.3968, -1.7019], [2.0221, -2.7636, -3.1127], [-0.4821, -2.0402, -2.8864], [1.4588, -0.6658, -3.9959], [0.1877, 0.3880, -3.3873], [2.5055, 1.3062, -2.6311], [3.9953, -0.0731, -1.3678], [3.7293, -1.0595, -2.7779], [2.0559, 1.3092, -0.1192], [0.5785, 1.6139, -0.9838], [-1.0479, -0.2023, -1.1946], [-1.0051, -1.8084, -0.5577]],
  "lumo_energy_ev": 0.64,
  "homo_energy_ev": -9.66,
  "total_charge": 0,
  "smiles": "C[Si](C)(C)O[C@@H](C#N)[C@]12C[C@H]3C[C@H](C[C@H](C3)C1)C2"
}

=====

{
  "formula": "C18H22N4O4",
  "method": "ωB97M-V/def2-TZVPD",
  "elements": ["C", "C", "C", "C", "C", "O", "N", "N", "C", "C", "C", "O", "N", "C", "C", "C", "C", "C", "C", "C", "C", "C", "O", "N", "C", "O", "H", "H", "H", "H", "H", "H", "H", "H", "H", "H", "H", "H", "H", "H", "H", "H", "H", "H", "H", "H", "H", "H"],
  "coordinates": [[2.1899, -4.2675, 4.4380], [0.7416, -3.8002, 4.3589], [-0.0892, -4.5925, 3.3479], [0.4627, -4.5169, 1.9182], [0.6970, -3.0880, 1.4729], [1.7818, -2.6011, 1.2622], [-0.4635, -2.3738, 1.3286], [-0.4087, -1.0825, 0.9451], [-1.4733, -0.4068, 0.7377], [-1.3998, 0.9510, 0.2801], [-0.1811, 1.5582, 0.0280], [0.9726, 0.9819, 0.2841], [-0.1151, 2.8168, -0.4875], [1.1580, 3.3414, -0.9605], [1.3707, 2.9611, -2.4372], [1.2159, 1.4761, -2.6085], [-0.0292, 0.9327, -2.9001], [-0.2098, -0.4394, -2.9350], [0.8552, -1.2842, -2.6769], [2.1043, -0.7525, -2.4031], [2.2825, 0.6184, -2.3700], [-1.2537, 3.5629, -0.7730], [-1.1948, 4.6674, -1.2554], [-2.4359, 2.9534, -0.4560], [-2.6332, 1.6595, 0.0267], [-3.7560, 1.2368, 0.1962], [2.6971, -3.7725, 5.2625], [2.7216, -4.0245, 3.5224], [2.2381, -5.3422, 4.6017], [0.7232, -2.7405, 4.0945], [0.2733, -3.9045, 5.3407], [-0.1178, -5.6421, 3.6491], [-1.1162, -4.2182, 3.3690], [1.4170, -5.0391, 1.8608], [-0.2355, -5.0005, 1.2310], [-1.3723, -2.8116, 1.4714], [-2.4761, -0.8167, 0.8704], [0.8073, 0.0440, 0.5952], [1.9461, 2.9201, -0.3376], [1.1262, 4.4268, -0.8544], [2.3689, 3.2850, -2.7325], [0.6355, 3.4932, -3.0430], [-0.8661, 1.5887, -3.1000], [-1.1863, -0.8454, -3.1562], [0.7144, -2.3547, -2.6910], [2.9369, -1.4086, -2.2010], [3.2550, 1.0296, -2.1427], [-3.2740, 3.4913, -0.6486]],
  "lumo_energy_ev": 0.50,
  "homo_energy_ev": -8.27,
  "total_charge": 0,
  "smiles": "CCCCC(=O)N/N=C/c1c(O)n(CCc2ccccc2)c(=O)[nH]c1=O"
}

=====

Quick rundown of energy, same order as above: -5545.114244; -1006.076322; -1219.168317 Eh
Quick rundown of energy above the lowest of the compared OMol25 structures with the same formula, charge and spin, same order as above: 132.57; 0.00; 169.30 kJ/mol